1.
82
Properties=species:S:1:pos:R:3 method="wB97M-V/def2-TZVPD" e_tot_ha=-5139.3352 charge=-1 largest_force_ev_per_a=0.223
Ba -0.32 -0.01 0.08
S -0.26 -2.53 1.85
C 0.28 -2.12 3.48
C 0.13 -3.12 4.46
C 0.51 -2.93 5.78
C 1.05 -1.71 6.17
C 1.21 -0.72 5.22
C 0.84 -0.89 3.87
S 1.11 0.48 2.79
H -0.29 -4.07 4.15
H 0.37 -3.73 6.50
H 1.35 -1.54 7.19
H 1.63 0.24 5.50
O -1.55 2.78 -5.79
C -0.25 2.80 -5.58
O 0.53 3.32 -6.34
C 0.23 2.15 -4.33
C 1.56 2.10 -3.96
N 1.63 1.45 -2.80
N 0.42 1.05 -2.38
C -0.44 1.46 -3.29
C -1.90 1.13 -3.06
O -2.73 1.55 -3.90
O -2.14 0.46 -2.03
H -2.06 2.29 -5.05
H 2.43 2.50 -4.46
H 2.39 1.19 -2.18
O -2.45 1.12 1.14
P -3.78 0.61 1.59
N -4.87 1.84 1.43
C -6.27 1.73 1.84
C -6.98 2.75 0.95
C -5.91 3.82 0.73
C -4.64 2.99 0.54
N -3.70 0.07 3.14
C -2.50 0.37 3.96
C -2.60 -0.62 5.13
C -3.46 -1.75 4.57
C -4.49 -0.99 3.75
N -4.46 -0.64 0.75
C -5.00 -0.37 -0.60
C -4.87 -1.70 -1.34
C -3.64 -2.33 -0.69
C -3.86 -1.99 0.79
H -6.38 1.98 2.90
H -6.65 0.72 1.69
H -7.89 3.14 1.41
H -7.25 2.29 0.00
H -5.81 4.44 1.62
H -6.11 4.46 -0.13
H -3.73 3.52 0.83
H -4.52 2.68 -0.50
H -2.50 1.40 4.30
H -1.60 0.20 3.38
H -3.11 -0.16 5.98
H -1.61 -0.95 5.46
H -3.90 -2.38 5.34
H -2.86 -2.38 3.90
H -5.26 -0.57 4.41
H -5.00 -1.59 3.00
H -4.40 0.38 -1.11
H -6.04 -0.03 -0.54
H -4.76 -1.54 -2.41
H -5.74 -2.32 -1.15
H -2.75 -1.83 -1.07
H -3.55 -3.40 -0.86
H -2.94 -2.01 1.38
H -4.56 -2.70 1.23
C 4.07 1.47 1.68
As 3.59 -0.10 0.67
C 3.38 -1.66 1.76
C 5.21 -0.48 -0.33
O 2.40 0.21 -0.46
H 4.36 1.20 2.69
H 3.18 2.10 1.73
H 4.88 1.99 1.17
H 3.42 -1.37 2.81
H 4.16 -2.38 1.52
H 2.39 -2.09 1.57
H 6.04 -0.64 0.36
H 5.44 0.36 -0.98
H 5.05 -1.37 -0.93



2.
83
Properties=species:S:1:pos:R:3 method="wB97M-V/def2-TZVPD" e_tot_ha=-4185.3542 s_squared=2.029 charge=+1 largest_force_ev_per_a=1.319 multiplicity=3
Re -0.79 -0.05 0.27
C -1.63 -1.41 -4.20
C -0.97 -2.79 -4.12
C -0.45 -3.15 -5.51
C -1.94 -3.88 -3.67
N 0.19 -2.73 -3.18
C 1.51 -2.93 -3.56
C 2.27 -2.80 -2.46
N 1.45 -2.53 -1.39
B 2.12 -2.31 -0.01
N 1.26 -2.59 1.27
C 1.13 -3.88 1.73
C 0.79 -3.84 3.03
N 0.69 -2.51 3.40
C 0.93 -1.76 2.29
S 0.75 -0.05 2.10
C 0.47 -2.15 4.84
C -0.89 -2.70 5.26
C 0.50 -0.65 5.14
C 1.60 -2.82 5.63
N 2.80 -0.92 0.00
C 4.09 -0.79 0.48
C 4.53 0.44 0.16
N 3.51 1.09 -0.51
C 2.46 0.24 -0.59
S 0.93 0.56 -1.34
C 3.68 2.44 -1.13
C 3.66 2.27 -2.65
C 2.62 3.43 -0.66
C 5.03 3.02 -0.70
C 0.19 -2.48 -1.85
S -1.19 -2.16 -0.85
H -2.43 -1.43 -4.94
H -0.90 -0.66 -4.49
H -2.07 -1.12 -3.25
H -1.30 -3.21 -6.18
H 0.05 -4.12 -5.51
H 0.23 -2.39 -5.90
H -2.73 -3.98 -4.41
H -2.39 -3.66 -2.71
H -1.42 -4.84 -3.60
H 1.80 -3.13 -4.57
H 3.34 -2.88 -2.35
H 3.01 -3.11 0.04
H 1.32 -4.73 1.10
H 0.63 -4.64 3.72
H -1.69 -2.22 4.70
H -1.05 -2.50 6.32
H -0.96 -3.78 5.11
H -0.33 -0.13 4.69
H 1.43 -0.18 4.83
H 0.42 -0.54 6.22
H 1.55 -3.91 5.57
H 1.54 -2.54 6.68
H 2.57 -2.50 5.25
H 4.59 -1.59 0.99
H 5.49 0.88 0.35
H 2.68 1.93 -2.99
H 4.41 1.54 -2.96
H 3.88 3.22 -3.13
H 1.61 3.08 -0.85
H 2.75 4.37 -1.20
H 2.74 3.61 0.41
H 5.87 2.45 -1.12
H 5.12 3.05 0.39
H 5.10 4.04 -1.07
S 1.83 2.96 3.48
Sb 0.07 3.96 2.51
S -1.18 2.21 0.79
S -1.84 2.33 2.75
N -6.05 -2.20 2.91
C -4.90 -1.71 2.41
C -3.70 -2.44 2.47
C -2.55 -1.90 1.95
N -2.48 -0.68 1.37
C -3.63 0.02 1.33
C -4.83 -0.44 1.82
H -6.08 -3.12 3.32
H -6.90 -1.68 2.84
H -3.67 -3.42 2.92
H -1.63 -2.47 1.99
H -3.58 1.00 0.89
H -5.71 0.19 1.75



3.
92
Properties=species:S:1:pos:R:3 method="wB97M-V/def2-TZVPD" e_tot_ha=-22961.0494 smiles="O=C1OCCO1.O=C1OCCO1.O=C1OCCO1.O=C1OCCO1.O=C1OCCO1.O=C1OCCO1.BrCCBr.BrCCBr.BrCCBr.BrCCBr" largest_force_ev_per_a=4.950
Br -27.72 0.51 22.03
C -28.55 -0.11 20.41
C -27.55 -0.93 19.57
Br -28.50 -2.03 18.20
H -29.03 0.69 19.85
H -29.43 -0.71 20.65
H -26.93 -1.60 20.16
H -26.79 -0.31 19.08
Br -12.84 -5.75 16.51
C -13.33 -3.92 15.91
C -13.31 -3.91 14.40
Br -13.72 -2.18 13.48
H -12.62 -3.19 16.29
H -14.33 -3.79 16.32
H -13.97 -4.66 13.97
H -12.31 -4.17 14.05
Br -17.79 4.33 24.37
C -19.27 3.15 24.65
C -19.24 2.75 26.09
Br -17.53 1.83 26.49
H -19.05 2.33 23.98
H -20.15 3.74 24.39
H -19.90 1.89 26.17
H -19.51 3.50 26.84
Br -22.75 4.97 12.84
C -24.58 4.94 13.66
C -25.42 3.96 12.79
Br -24.74 2.05 12.94
H -25.01 5.89 13.36
H -24.55 4.84 14.75
H -25.53 4.05 11.71
H -26.42 3.84 13.19
C -14.98 7.08 12.18
C -15.27 8.53 12.40
O -14.99 8.73 13.76
C -14.78 7.62 14.40
O -14.79 7.53 15.63
O -14.63 6.62 13.48
H -14.08 7.12 11.58
H -15.88 6.71 11.68
H -16.28 8.87 12.19
H -14.64 9.12 11.72
C -28.14 6.91 19.89
C -29.24 6.92 20.92
O -30.30 6.15 20.22
C -29.96 6.16 18.88
O -30.63 5.62 18.03
O -28.68 6.56 18.63
H -27.44 6.10 20.05
H -27.77 7.93 19.94
H -29.50 7.93 21.24
H -28.99 6.31 21.79
C -21.57 10.56 19.48
C -20.95 9.61 18.44
O -21.55 10.00 17.23
C -22.67 10.76 17.54
O -23.51 11.18 16.76
O -22.76 10.87 18.86
H -21.04 11.49 19.68
H -21.70 10.02 20.43
H -21.12 8.55 18.62
H -19.90 9.81 18.28
C -18.98 0.09 16.26
C -17.95 0.90 17.04
O -18.70 1.80 17.80
C -20.05 1.54 17.69
O -20.99 2.15 18.23
O -20.16 0.42 16.98
H -18.72 -0.97 16.33
H -19.06 0.45 15.23
H -17.33 1.37 16.28
H -17.31 0.29 17.68
C -9.65 2.87 20.71
C -11.10 2.96 20.15
O -11.39 1.60 20.20
C -10.65 0.92 21.08
O -10.71 -0.25 21.41
O -9.71 1.78 21.60
H -9.20 3.72 21.22
H -8.94 2.63 19.92
H -11.17 3.31 19.12
H -11.76 3.53 20.80
C -16.81 -4.07 22.32
C -17.58 -5.39 22.13
O -18.62 -4.85 21.42
C -18.88 -3.61 21.87
O -19.95 -3.02 21.77
O -17.74 -3.06 22.40
H -16.09 -3.83 21.53
H -16.36 -4.07 23.31
H -17.98 -5.88 23.02
H -17.24 -6.23 21.52



4.
75
Properties=species:S:1:pos:R:3 method="wB97M-V/def2-TZVPD" e_tot_ha=-3833.3618 s_squared=2.009 charge=-1 largest_force_ev_per_a=4.327 multiplicity=3
O 2.74 0.95 -2.66
C 1.70 1.59 -3.12
C 1.66 3.08 -2.78
C 1.20 3.53 -1.55
H 0.82 2.82 -0.81
C 1.18 4.89 -1.26
H 0.80 5.21 -0.29
C 1.61 5.81 -2.22
H 1.58 6.89 -2.03
C 2.09 5.35 -3.46
H 2.42 6.04 -4.23
C 2.14 3.98 -3.72
H 2.55 3.58 -4.65
H 2.06 1.53 -4.16
C 0.20 -0.55 -3.27
C 0.27 0.92 -3.07
H -0.28 -0.79 -4.23
H -0.39 -1.00 -2.46
H 1.20 -1.00 -3.27
C -0.84 1.67 -3.13
C -2.23 1.13 -3.27
H -0.78 2.76 -3.06
H -2.91 1.97 -3.45
H -2.54 0.63 -2.34
H -2.33 0.41 -4.10
Ni -1.33 1.26 0.27
Cl -1.48 3.32 0.67
Cl -1.54 -0.77 -0.32
C -3.22 -2.05 1.91
O -2.30 -2.45 2.63
N -4.24 -2.81 1.49
C -4.34 -4.18 1.96
C -5.36 -2.21 0.79
H -3.26 -1.01 1.53
H -3.39 -4.70 1.80
H -5.14 -4.67 1.39
H -4.58 -4.22 3.03
H -4.98 -1.54 0.00
H -5.97 -1.59 1.47
H -5.98 -3.00 0.36
H 1.92 -4.80 -0.91
H 4.61 -3.25 -1.81
C 1.67 -4.06 -1.68
C 3.75 -2.88 -2.40
N 2.53 -2.90 -1.60
H 0.62 -3.75 -1.54
C 2.44 -2.10 -0.50
O 1.63 -2.24 0.41
H 3.97 -1.84 -2.70
H 3.19 -1.28 -0.52
H 1.79 -4.51 -2.67
H 3.62 -3.50 -3.28
C 0.36 -1.16 4.38
N -0.83 -0.42 3.88
C -1.92 -0.44 4.90
C -0.54 1.02 3.46
C 0.66 1.12 2.58
C 1.96 1.27 3.11
C 3.08 1.20 2.27
C 2.91 0.96 0.91
C 1.60 0.86 0.38
C 0.52 1.04 1.20
H 0.78 -0.62 5.24
H 1.10 -1.29 3.59
H 0.00 -2.15 4.70
H -1.18 -0.94 3.04
H -1.61 0.17 5.75
H -2.83 -0.02 4.46
H -2.09 -1.47 5.20
H -1.45 1.38 2.96
H -0.41 1.58 4.40
H 2.09 1.41 4.19
H 4.08 1.30 2.69
H 3.75 0.86 0.22
H 1.44 0.69 -0.69



Please write out number 3 again, unchanged.
92
Properties=species:S:1:pos:R:3 method="wB97M-V/def2-TZVPD" e_tot_ha=-22961.0494 smiles="O=C1OCCO1.O=C1OCCO1.O=C1OCCO1.O=C1OCCO1.O=C1OCCO1.O=C1OCCO1.BrCCBr.BrCCBr.BrCCBr.BrCCBr" largest_force_ev_per_a=4.950
Br -27.72 0.51 22.03
C -28.55 -0.11 20.41
C -27.55 -0.93 19.57
Br -28.50 -2.03 18.20
H -29.03 0.69 19.85
H -29.43 -0.71 20.65
H -26.93 -1.60 20.16
H -26.79 -0.31 19.08
Br -12.84 -5.75 16.51
C -13.33 -3.92 15.91
C -13.31 -3.91 14.40
Br -13.72 -2.18 13.48
H -12.62 -3.19 16.29
H -14.33 -3.79 16.32
H -13.97 -4.66 13.97
H -12.31 -4.17 14.05
Br -17.79 4.33 24.37
C -19.27 3.15 24.65
C -19.24 2.75 26.09
Br -17.53 1.83 26.49
H -19.05 2.33 23.98
H -20.15 3.74 24.39
H -19.90 1.89 26.17
H -19.51 3.50 26.84
Br -22.75 4.97 12.84
C -24.58 4.94 13.66
C -25.42 3.96 12.79
Br -24.74 2.05 12.94
H -25.01 5.89 13.36
H -24.55 4.84 14.75
H -25.53 4.05 11.71
H -26.42 3.84 13.19
C -14.98 7.08 12.18
C -15.27 8.53 12.40
O -14.99 8.73 13.76
C -14.78 7.62 14.40
O -14.79 7.53 15.63
O -14.63 6.62 13.48
H -14.08 7.12 11.58
H -15.88 6.71 11.68
H -16.28 8.87 12.19
H -14.64 9.12 11.72
C -28.14 6.91 19.89
C -29.24 6.92 20.92
O -30.30 6.15 20.22
C -29.96 6.16 18.88
O -30.63 5.62 18.03
O -28.68 6.56 18.63
H -27.44 6.10 20.05
H -27.77 7.93 19.94
H -29.50 7.93 21.24
H -28.99 6.31 21.79
C -21.57 10.56 19.48
C -20.95 9.61 18.44
O -21.55 10.00 17.23
C -22.67 10.76 17.54
O -23.51 11.18 16.76
O -22.76 10.87 18.86
H -21.04 11.49 19.68
H -21.70 10.02 20.43
H -21.12 8.55 18.62
H -19.90 9.81 18.28
C -18.98 0.09 16.26
C -17.95 0.90 17.04
O -18.70 1.80 17.80
C -20.05 1.54 17.69
O -20.99 2.15 18.23
O -20.16 0.42 16.98
H -18.72 -0.97 16.33
H -19.06 0.45 15.23
H -17.33 1.37 16.28
H -17.31 0.29 17.68
C -9.65 2.87 20.71
C -11.10 2.96 20.15
O -11.39 1.60 20.20
C -10.65 0.92 21.08
O -10.71 -0.25 21.41
O -9.71 1.78 21.60
H -9.20 3.72 21.22
H -8.94 2.63 19.92
H -11.17 3.31 19.12
H -11.76 3.53 20.80
C -16.81 -4.07 22.32
C -17.58 -5.39 22.13
O -18.62 -4.85 21.42
C -18.88 -3.61 21.87
O -19.95 -3.02 21.77
O -17.74 -3.06 22.40
H -16.09 -3.83 21.53
H -16.36 -4.07 23.31
H -17.98 -5.88 23.02
H -17.24 -6.23 21.52